Density functional theory data (ωB97M-V/def2-TZVPD) for the molecule C4H11NO.

LUMO: 1.141 eV
net charge: 0
Kohn-Sham gap: 9.72 eV
calculated total energy: -288.87568 a.u.
molar mass: 89.1 g/mol
SMILES: CNOC(C)C
ΔE to the lowest compared entry with this formula, charge and spin: 88.69 kcal/mol

Bonds (Å) are listed after each position.
Atoms and positions in Å:
1 C -0.644 0.182 -0.199  C3 1.519, C4 1.708, O6 1.374, H8 1.099
2 C 2.431 -0.377 -0.009  N5 1.437, H9 1.092, H10 1.090, H11 1.101
3 C -0.895 -1.235 0.289  C1 1.519, H12 1.089, H13 1.088, H14 1.088
4 C -2.036 1.128 0.088  C1 1.708, H15 1.085, H16 1.086, H17 1.084
5 N 1.576 0.764 -0.190  C2 1.437, O6 1.564, H7 1.017
6 O 0.220 0.917 0.575  C1 1.374, N5 1.564
7 H 1.642 1.272 -1.069  N5 1.017
8 H -0.481 0.225 -1.285  C1 1.099
9 H 3.463 -0.024 0.063  C2 1.092
10 H 2.197 -0.887 0.926  C2 1.090
11 H 2.375 -1.108 -0.830  C2 1.101
12 H -1.832 -1.610 -0.119  C3 1.089
13 H -0.094 -1.902 -0.020  C3 1.088
14 H -0.974 -1.240 1.374  C3 1.088
15 H -1.854 2.162 -0.186  C4 1.085
16 H -2.802 0.690 -0.547  C4 1.086
17 H -2.294 1.042 1.138  C4 1.084

Density functional theory data (ωB97M-V/def2-TZVPD) for a 2-piece molecular cluster, C4H11NO overall.

LUMO: 0.786 eV
net charge: 0
Kohn-Sham gap: 8.54 eV
calculated total energy: -288.85769 a.u.
molar mass: 89.1 g/mol
ΔE to the lowest compared entry with this formula, charge and spin: 99.98 kcal/mol

Bonds (Å) are listed after each position.
Atoms and positions in Å:
1 C 0.518 -0.131 0.636  C2 1.461, C4 1.504, N5 1.566, H9 1.085
2 C 0.585 0.977 -0.315  C1 1.461, N5 1.833, H10 1.083, H11 1.085
3 C -2.047 0.307 -0.207  N5 1.453, H12 1.093, H13 1.093, H14 1.089
4 C 0.574 -1.554 0.155  C1 1.504, H15 1.091, H16 1.094, H17 1.092
5 N -0.902 0.530 0.659  C1 1.566, C2 1.833, C3 1.453, H8 1.014
6 O 2.481 0.697 -0.367  H7 0.967
7 H 2.914 0.157 -1.042  O6 0.967
8 H -1.068 1.152 1.442  N5 1.014
9 H 1.034 0.056 1.571  C1 1.085
10 H 0.775 1.989 0.020  C2 1.083
11 H 0.348 0.784 -1.356  C2 1.085
12 H -2.430 1.266 -0.563  C3 1.093
13 H -2.837 -0.206 0.347  C3 1.093
14 H -1.770 -0.309 -1.061  C3 1.089
15 H 1.631 -1.819 0.107  C4 1.091
16 H 0.025 -2.221 0.826  C4 1.094
17 H 0.169 -1.675 -0.852  C4 1.092

Density functional theory data (ωB97M-V/def2-TZVPD) for the molecule C4H11NO.

LUMO: 1.072 eV
net charge: 0
Kohn-Sham gap: 10.07 eV
calculated total energy: -288.97931 a.u.
molar mass: 89.1 g/mol
SMILES: CCCNCO
ΔE to the lowest compared entry with this formula, charge and spin: 23.66 kcal/mol

Bonds (Å) are listed after each position.
Atoms and positions in Å:
1 C -0.277 -0.673 0.228  N2 1.438, C5 1.516, H7 1.087, H8 1.104
2 N -0.193 0.297 -0.830  C1 1.438, C3 1.466, H9 1.011
3 C -0.134 -0.338 -2.151  N2 1.466, O4 1.396, H10 1.082, H11 1.100
4 O -0.226 0.609 -3.172  C3 1.396, H12 0.973
5 C -0.391 -0.075 1.617  C1 1.516, C6 1.508, H13 1.078, H14 1.099
6 C 0.859 0.636 2.073  C5 1.508, H15 1.089, H16 1.082, H17 1.085
7 H -1.143 -1.312 0.074  C1 1.087
8 H 0.596 -1.349 0.239  C1 1.104
9 H 0.609 0.905 -0.732  N2 1.011
10 H -0.960 -1.036 -2.186  C3 1.082
11 H 0.817 -0.879 -2.257  C3 1.100
12 H -1.166 0.841 -3.269  O4 0.973
13 H -0.806 -0.860 2.229  C5 1.078
14 H -1.159 0.709 1.550  C5 1.099
15 H 1.768 0.041 1.999  C6 1.089
16 H 1.014 1.528 1.481  C6 1.082
17 H 0.793 0.955 3.107  C6 1.085

Density functional theory data (ωB97M-V/def2-TZVPD) for a 3-piece molecular cluster, C4H11NO2 overall.

multiplicity: 2
LUMO (spin up / spin down): 3.659 / 3.497 eV
net charge: -1
Kohn-Sham gap (spin up / spin down): 2.90 / 6.08 eV
calculated total energy: -364.15705 a.u.
molar mass: 105.1 g/mol
ΔE to the lowest compared entry with this formula, charge and spin: 51.20 kcal/mol

Bonds (Å) are listed after each position.
Atoms and positions in Å:
1 N 0.384 0.089 1.343  C2 1.399, H6 1.053, H7 1.023
2 C 1.091 -0.018 0.141  N1 1.399, C3 1.354, C5 1.483
3 C 2.296 0.566 -0.061  C2 1.354, H8 1.078, H9 1.075
4 C 1.016 -1.443 -1.956  C5 1.343, H10 1.047, H11 1.072
5 C 0.474 -0.957 -0.828  C2 1.483, C4 1.343, H12 1.085
6 H 0.915 0.498 2.156  N1 1.053
7 H -0.008 -0.823 1.586  N1 1.023
8 H 2.873 0.431 -0.962  C3 1.078
9 H 2.703 1.352 0.551  C3 1.075
10 H 0.692 -2.174 -2.632  C4 1.047
11 H 1.977 -1.059 -2.233  C4 1.072
12 H -0.536 -1.232 -0.545  C5 1.085
13 H -1.806 2.790 0.255  O15 0.941
14 H -0.646 1.929 0.644  O15 0.980
15 O -1.625 1.934 0.602  H13 0.941, H14 0.980
16 H -2.413 0.195 0.622  O18 0.990
17 H -2.853 -0.796 -0.481  O18 0.939
18 O -2.481 -0.763 0.380  H16 0.990, H17 0.939

Density functional theory data (ωB97M-V/def2-TZVPD) for a 3-piece molecular cluster, C4H11NO2 overall.

LUMO: 0.573 eV
net charge: 0
Kohn-Sham gap: 9.01 eV
calculated total energy: -364.16728 a.u.
molar mass: 105.1 g/mol
SMILES: C=CC(=C)N.O.O
ΔE to the lowest compared entry with this formula, charge and spin: 63.31 kcal/mol

Bonds (Å) are listed after each position.
Atoms and positions in Å:
1 N -1.738 -1.303 0.282  C2 1.407, H6 1.002, H7 1.002
2 C -1.320 0.036 0.167  N1 1.407, C3 1.348, C5 1.487
3 C -1.603 0.996 1.070  C2 1.348, H8 1.084, H9 1.083
4 C 0.311 1.268 -1.209  C5 1.346, H10 1.087, H11 1.080
5 C -0.627 0.307 -1.121  C2 1.487, C4 1.346, H12 1.086
6 H -2.720 -1.470 0.394  N1 1.002
7 H -1.126 -2.029 -0.039  N1 1.002
8 H -1.575 2.032 0.754  C3 1.084
9 H -1.561 0.829 2.139  C3 1.083
10 H 0.487 1.845 -2.114  C4 1.087
11 H 0.461 1.865 -0.321  C4 1.080
12 H -0.805 -0.410 -1.917  C5 1.086
13 H 1.480 -0.166 2.405  O15 0.946
14 H 0.582 -0.533 1.257  O15 0.971
15 O 1.509 -0.561 1.546  H13 0.946, H14 0.971
16 H 2.420 -0.684 -0.444  O18 0.972
17 H 3.347 -1.207 -1.443  O18 0.954
18 O 2.479 -0.814 -1.405  H16 0.972, H17 0.954

Density functional theory data (ωB97M-V/def2-TZVPD) for a 2-piece molecular cluster, C4H11NO2 overall.

LUMO: 0.807 eV
net charge: 0
Kohn-Sham gap: 10.68 eV
calculated total energy: -364.18268 a.u.
molar mass: 105.1 g/mol
SMILES: CC(N)=O.CCO
ΔE to the lowest compared entry with this formula, charge and spin: 53.65 kcal/mol

Bonds (Å) are listed after each position.
Atoms and positions in Å:
1 C -1.387 -0.461 -0.814  C2 1.486, H5 1.085, H6 1.073, H9 1.167
2 C -1.127 -0.995 -2.177  C1 1.486, O3 1.234, N4 1.367
3 O -1.294 -0.250 -3.146  C2 1.234
4 N -0.784 -2.318 -2.227  C2 1.367, H7 0.949, H8 1.045
5 H -2.357 0.016 -0.899  C1 1.085
6 H -0.786 0.367 -0.491  C1 1.073
7 H -0.611 -2.660 -3.095  N4 0.949
8 H -0.890 -2.995 -1.438  N4 1.045
9 H -1.565 -1.142 0.116  C1 1.167
10 C 1.618 0.622 1.733  C11 1.512, O12 1.406, H13 1.292, H14 1.250
11 C 1.044 1.804 0.985  C10 1.512, H15 1.118, H17 1.092, H18 1.091
12 O 0.636 0.149 2.621  C10 1.406, H16 0.988
13 H 1.734 -0.576 1.265  C10 1.292
14 H 2.711 0.950 2.243  C10 1.250
15 H 1.638 2.128 0.096  C11 1.118
16 H 0.267 0.994 2.978  O12 0.988
17 H 1.133 2.688 1.621  C11 1.092
18 H 0.020 1.680 0.628  C11 1.091

Density functional theory data (ωB97M-V/def2-TZVPD) for a 2-piece molecular cluster, C4H11NO2 overall.

LUMO: 0.945 eV
net charge: 0
Kohn-Sham gap: 10.40 eV
calculated total energy: -364.22120 a.u.
molar mass: 105.1 g/mol
SMILES: CCNC(C)=O.O
ΔE to the lowest compared entry with this formula, charge and spin: 29.48 kcal/mol

Bonds (Å) are listed after each position.
Atoms and positions in Å:
1 C -1.498 -1.735 -0.478  C2 1.517, H7 1.090, H8 1.087, H9 1.094
2 C -0.281 -0.834 -0.569  C1 1.517, N3 1.429, O6 1.198
3 N 0.391 -1.056 -1.809  C2 1.429, C4 1.462, H10 1.000
4 C 1.621 -0.343 -2.151  N3 1.462, C5 1.573, H11 1.084, H12 1.094
5 C 2.644 -0.049 -0.993  C4 1.573, H13 1.092, H14 1.081, H15 1.096
6 O 0.171 -0.181 0.329  C2 1.198
7 H -2.509 -1.381 -0.676  C1 1.090
8 H -1.368 -2.521 -1.218  C1 1.087
9 H -1.556 -2.249 0.487  C1 1.094
10 H 0.474 -2.050 -1.872  N3 1.000
11 H 1.318 0.553 -2.680  C4 1.084
12 H 2.202 -0.966 -2.837  C4 1.094
13 H 3.664 0.093 -1.355  C5 1.092
14 H 2.488 -0.813 -0.244  C5 1.081
15 H 2.444 0.986 -0.693  C5 1.096
16 H -3.242 3.893 5.045  O18 0.946
17 H -1.833 3.459 5.082  O18 0.959
18 O -2.619 3.396 4.536  H16 0.946, H17 0.959